Computed, not measured: a structure of composition C38H104FLi2N9O10 in a non-equilibrium geometry, with wB97M-V/def2-TZVPD.

Geometry (Å):
Li -0.013 0.001 -0.293
Li -0.707 -2.600 -1.411
F 0.960 -1.246 -1.451
C -2.734 0.263 1.533
C -2.701 -1.088 0.948
O -1.800 -1.322 -0.155
H -3.026 1.011 0.796
H -1.763 0.465 1.984
H -3.408 0.292 2.389
H -3.667 -1.567 0.785
H -2.300 -1.611 1.816
C 2.151 -0.839 -4.893
C 3.417 -1.344 -4.266
C 4.167 -0.165 -3.522
O 5.178 -0.595 -2.543
C 6.278 -1.327 -3.169
N 2.972 -2.331 -3.298
H 1.532 -0.235 -4.229
H 1.637 -1.723 -5.271
H 2.397 -0.194 -5.736
H 3.987 -1.743 -5.105
H 3.489 0.448 -2.929
H 4.495 0.548 -4.278
H 6.870 -0.673 -3.809
H 5.813 -2.136 -3.732
H 6.870 -1.752 -2.358
H 3.720 -2.492 -2.639
H 2.117 -1.994 -2.879
C -6.096 3.898 4.539
C -5.625 5.196 3.977
C -4.873 5.156 2.642
O -3.782 4.186 2.678
C -3.336 3.761 1.330
N -6.919 5.882 3.843
H -6.793 3.273 3.981
H -6.600 3.920 5.505
H -5.275 3.187 4.632
H -5.066 5.729 4.745
H -4.489 6.155 2.435
H -5.601 4.940 1.860
H -3.951 3.184 0.640
H -2.497 3.095 1.529
H -2.902 4.538 0.700
H -7.374 6.028 4.733
H -7.530 5.273 3.318
C 7.572 3.455 3.076
C 7.089 4.623 2.200
C 5.784 4.390 1.303
O 6.053 3.294 0.454
C 5.102 2.854 -0.436
N 7.039 5.748 3.055
H 7.490 2.589 2.420
H 7.040 3.290 4.013
H 8.640 3.342 3.261
H 7.901 4.813 1.498
H 5.507 5.280 0.740
H 4.848 4.215 1.833
H 4.352 2.196 0.003
H 5.554 2.382 -1.308
H 4.578 3.717 -0.845
H 7.958 6.026 3.367
H 6.796 6.616 2.599
C -1.891 -1.639 -4.922
C -1.883 -3.040 -4.446
C -0.634 -3.849 -4.711
O -0.505 -4.143 -6.054
C -1.377 -5.168 -6.559
N -2.127 -2.962 -3.048
H -1.689 -1.633 -5.993
H -1.083 -1.046 -4.492
H -2.861 -1.156 -4.805
H -2.783 -3.530 -4.817
H -0.519 -4.781 -4.158
H 0.246 -3.295 -4.382
H -2.435 -4.973 -6.384
H -1.117 -6.196 -6.306
H -1.325 -5.134 -7.647
H -2.915 -2.384 -2.795
H -2.406 -3.902 -2.807
C -5.848 0.662 -3.652
C -4.485 0.651 -3.081
C -4.119 1.860 -2.142
O -4.017 3.044 -2.960
C -3.415 4.103 -2.239
N -4.251 -0.625 -2.375
H -6.133 -0.217 -4.230
H -6.176 1.522 -4.236
H -6.509 0.745 -2.789
H -3.820 0.656 -3.945
H -3.144 1.677 -1.690
H -4.888 1.893 -1.370
H -3.972 4.193 -1.307
H -3.473 5.028 -2.813
H -2.354 3.871 -2.144
H -4.966 -0.860 -1.702
H -3.407 -0.607 -1.821
C 2.084 -0.114 5.854
C 0.681 0.431 6.094
C -0.451 -0.028 5.028
O -0.544 0.995 4.057
C -1.667 1.867 4.386
N 0.309 0.145 7.443
H 2.530 0.304 4.951
H 2.143 -1.180 5.635
H 2.663 0.090 6.755
H 0.807 1.512 6.028
H -1.399 -0.335 5.470
H -0.133 -0.949 4.539
H -2.044 2.460 3.553
H -1.360 2.435 5.265
H -2.522 1.265 4.694
H -0.316 0.899 7.691
H 1.153 0.425 7.923
C -0.915 -4.978 1.336
C -1.495 -5.269 -0.074
C -2.981 -4.739 -0.401
O -3.386 -5.213 -1.699
C -4.679 -4.861 -2.018
N -0.515 -4.764 -1.021
H -0.708 -3.918 1.480
H 0.051 -5.475 1.426
H -1.613 -5.356 2.083
H -1.632 -6.343 -0.194
H -3.062 -3.655 -0.309
H -3.673 -5.106 0.356
H -4.711 -4.710 -3.097
H -4.997 -3.887 -1.647
H -5.473 -5.563 -1.765
H 0.376 -5.143 -0.735
H -0.793 -5.281 -1.843
C 2.215 -2.196 2.055
C 3.449 -2.099 1.153
C 3.661 -3.370 0.276
O 3.577 -4.471 1.163
C 4.857 -5.050 1.526
N 3.305 -0.976 0.327
H 2.420 -2.909 2.853
H 1.401 -2.619 1.467
H 1.852 -1.280 2.522
H 4.317 -1.891 1.780
H 4.546 -3.228 -0.345
H 2.846 -3.501 -0.436
H 5.553 -4.261 1.810
H 5.359 -5.663 0.776
H 4.719 -5.673 2.409
H 4.092 -0.768 -0.271
H 2.537 -1.157 -0.302
C 1.636 2.975 1.900
C 0.641 2.160 1.019
C 0.764 2.438 -0.504
O -0.239 1.747 -1.213
C -0.182 1.851 -2.618
N 0.952 0.762 1.319
H 1.205 3.064 2.897
H 1.728 3.965 1.453
H 2.680 2.664 1.947
H -0.398 2.272 1.327
H 1.719 2.090 -0.897
H 0.664 3.451 -0.892
H -0.851 1.084 -3.007
H 0.824 1.597 -2.950
H -0.647 2.705 -3.111
H 0.896 0.746 2.327
H 1.930 0.536 1.212

Kohn-Sham gap   7.824 eV
Strongest force on any atom   3.538 eV/Å
Electronic energy   -2870.2131 Eh
ΔE to the lowest compared entry with this formula, charge and spin   2.147 eV